{"formula": "C8H5IN2", "method": "ωB97M-V/def2-TZVPD", "spin_multiplicity": 3, "e_tot_ha": -714.83757, "elements": ["C", "C", "C", "C", "C", "C", "C", "C", "N", "N", "I", "H", "H", "H", "H", "H"], "xyz": [[-0.593, -1.852, -0.491], [-1.198, 1.810, 0.248], [1.453, 0.236, -0.443], [0.643, -0.018, -1.477], [1.351, 0.289, 0.912], [-0.298, -1.003, -1.551], [0.038, 0.016, 1.527], [-1.103, 0.677, 1.195], [-0.714, -2.619, 0.381], [-1.366, 2.869, -0.184], [-3.000, 0.047, 1.818], [2.449, 0.382, -0.873], [0.950, 0.634, -2.353], [2.184, 0.454, 1.532], [-0.779, -1.272, -2.572], [-0.018, -0.650, 2.332]], "mulliken_charge": [0.2956, 0.2102, -0.1416, -0.3176, -0.5904, -0.2504, -0.5846, 0.1233, -0.4597, -0.4455, 0.1853, 0.3390, 0.3596, 0.4638, 0.2979, 0.5150]}